# 1
An isolated molecule of C5H12N2O at a distorted geometry. Source: OMol25; level of theory: wB97M-V/def2-TZVPD.

Results
E_HOMO	-9.253	eV
SMILES	CCCNCC(N)=O

Geometry as ORCA input:
```
! RIJCOSX wB97M-V def2-TZVPD def2/J DEFGRID3
* xyz 0 1
C 1.38 -1.46 2.08
C 0.51 -1.43 0.83
C 0.77 -0.17 0.01
N -0.14 0.93 0.28
C -1.44 0.76 -0.35
C -1.44 0.98 -1.86
N -0.50 1.81 -2.33
O -2.28 0.44 -2.55
H 2.44 -1.60 1.81
H 1.34 -0.52 2.66
H 1.15 -2.28 2.77
H -0.55 -1.48 1.12
H 0.66 -2.36 0.28
H 0.76 -0.33 -1.06
H 1.79 0.15 0.19
H -0.29 1.08 1.27
H -2.13 1.50 0.05
H -1.89 -0.23 -0.23
H 0.15 2.21 -1.67
H -0.29 1.99 -3.30
*
```

=====

# 2
An isolated molecule of C5H12N2O at a distorted geometry. Source: OMol25; level of theory: wB97M-V/def2-TZVPD.

Results
E_HOMO	-8.110	eV
SMILES	C=C(CC)[C@H](O)NN

Geometry as ORCA input:
```
! RIJCOSX wB97M-V def2-TZVPD def2/J DEFGRID3
* xyz 0 1
C -1.45 -0.98 -0.65
C -0.47 -0.19 -0.24
C -0.25 1.30 -1.30
C 0.77 2.37 -1.00
C 0.63 -0.11 0.67
O 1.87 -0.44 0.17
N 0.27 -1.19 2.03
N -0.70 -2.23 2.12
H -1.65 -1.97 -0.27
H -1.98 -0.77 -1.58
H -1.26 1.72 -1.30
H -0.07 0.86 -2.28
H 0.59 2.84 -0.03
H 1.79 1.97 -1.01
H 0.73 3.17 -1.75
H 0.68 0.83 1.22
H 1.75 -0.88 -0.69
H 1.17 -1.66 2.18
H -1.59 -1.85 2.43
H -0.81 -2.78 1.28
*
```

=====

# 3
An isolated molecule of C5H12N2O at a distorted geometry. Source: OMol25; level of theory: wB97M-V/def2-TZVPD.

Results
E_HOMO	-7.711	eV
SMILES	CC(C)[C@]1(O)CN1N

Geometry as ORCA input:
```
! RIJCOSX wB97M-V def2-TZVPD def2/J DEFGRID3
* xyz 0 1
C -1.37 1.30 1.14
C -1.06 0.35 -0.01
C -1.65 -1.03 0.20
C 0.63 0.09 -0.09
O 1.32 0.04 1.15
C 1.07 0.99 -1.16
N 1.01 -0.78 -1.11
N 2.24 -1.41 -0.81
H -2.45 1.29 1.34
H -1.04 2.32 0.93
H -0.90 0.97 2.07
H -1.42 0.77 -0.95
H -1.23 -1.52 1.08
H -2.73 -0.94 0.38
H -1.47 -1.67 -0.66
H 2.25 0.19 0.95
H 0.62 1.19 -2.12
H 1.56 1.89 -0.81
H 2.44 -2.07 -1.56
H 2.19 -1.98 0.04
*
```

=====

In order of appearance, relative energy (zero: lowest compared OMol25 entry of this formula, charge and spin) = 16.6 119.7 125.4 kcal per mole.
In order of appearance, lowest unoccupied orbital energy = 0.96 0.75 0.89 eV.
In order of appearance, E = -382.4760 -382.3118 -382.3027 a.u..